{
  "formula": "C2H6N4S2",
  "method": "ωB97M-V/def2-TZVPD",
  "orbital_gap_ev": 8.698,
  "homo_energy_ev": -8.37,
  "de_lowest_ev": 0.000,
  "smiles": "[H]/N=C(\\NS)NC(N)=S",
  "lumo_ev": 0.330,
  "species": ["H", "N", "C", "N", "S", "N", "C", "N", "S", "H", "H", "H", "H", "H"],
  "positions_angstrom": [[-1.3989, -1.3909, -1.0400], [-0.7380, -1.1723, -0.3038], [-0.3428, 0.0269, -0.4765], [-0.7330, 0.9191, -1.4449], [-1.7072, 0.4831, -2.7467], [0.5734, 0.5909, 0.4102], [1.2554, 0.0541, 1.4755], [0.9968, -1.2297, 1.7400], [2.2910, 0.9768, 2.4076], [0.0074, 1.5641, -1.7231], [-2.8476, 0.9892, -2.2964], [0.7093, 1.6060, 0.3697], [0.5049, -1.8096, 1.0640], [1.4297, -1.6076, 2.5645]],
  "mulliken_charge": [0.223, -0.675, 0.623, -0.326, -0.186, -0.221, 0.159, -0.299, -0.416, 0.285, 0.163, 0.225, 0.271, 0.175]
}